Computed, not measured: a molecular structure, C25H32F5N4O4RuS2, with the ωB97M-V functional and the def2-TZVPD basis.

The geometry in XYZ format:
```
73
Properties=species:S:1:pos:R:3:forces:R:3:mulliken_spin:R:1
Ru -0.317 -0.980 0.024 1.42 0.35 -0.25 1.05
F 3.348 -0.522 5.890 0.03 0.02 0.08 0.00
C 3.061 -0.796 4.624 -0.05 -0.06 -0.20 0.00
C 1.753 -1.050 4.244 0.01 0.04 -0.02 0.00
F 0.779 -1.022 5.148 -0.01 -0.01 0.07 0.00
C 1.478 -1.335 2.923 0.26 0.04 -0.30 0.00
F 0.208 -1.588 2.568 0.09 -0.10 0.15 0.01
C 2.460 -1.362 1.934 -0.04 -0.02 0.58 -0.01
S 2.087 -1.741 0.277 -1.96 0.65 -0.19 -0.01
C 3.767 -1.107 2.349 -0.36 0.03 -0.05 0.01
F 4.755 -1.115 1.454 0.11 -0.02 -0.02 0.00
C 4.066 -0.833 3.671 0.03 0.03 0.04 0.00
F 5.325 -0.594 4.035 0.06 0.02 0.01 0.00
C -3.677 -3.423 -0.796 0.37 0.30 0.30 0.00
S -2.886 -2.156 0.185 -1.61 -0.28 -0.38 0.00
O -3.776 -1.848 1.261 0.21 -0.18 -0.02 0.00
O -2.587 -1.018 -0.717 0.70 0.24 0.38 0.00
O -1.576 -2.752 0.589 1.34 0.85 -0.45 0.02
H -4.639 -3.048 -1.133 -0.01 0.06 -0.01 0.00
H -3.810 -4.273 -0.132 -0.04 -0.05 -0.03 0.00
H -3.032 -3.686 -1.630 -0.04 -0.04 -0.03 0.00
C -2.107 -0.077 3.352 -0.22 0.21 0.15 -0.01
C -2.267 1.417 3.063 0.11 -0.31 -0.21 0.00
C -3.242 1.627 1.898 -0.01 0.00 0.23 0.00
C -0.936 2.095 2.811 0.17 -0.36 -0.83 -0.03
C -0.408 2.937 3.775 0.09 0.20 0.08 0.00
C 0.730 3.692 3.553 0.05 0.06 0.02 0.00
C 1.303 3.689 2.291 -0.03 0.12 0.20 0.00
C 0.835 2.861 1.288 -0.46 -0.75 -0.17 0.00
C 1.407 2.995 -0.114 -0.18 -0.34 0.02 0.00
C 0.280 3.265 -1.121 0.22 0.09 0.02 0.00
C 2.244 1.783 -0.532 0.02 0.33 -0.05 0.01
C -0.218 1.929 1.583 1.18 1.36 1.40 0.01
O -0.520 0.972 0.733 -0.68 -2.59 -1.80 0.00
H -3.062 -0.508 3.654 -0.03 -0.03 0.01 0.00
H -1.376 -0.253 4.141 -0.02 -0.02 -0.04 0.00
H -1.801 -0.597 2.450 -0.01 -0.03 0.08 0.01
H -2.697 1.891 3.951 0.06 0.01 0.00 0.00
H -2.879 1.136 0.997 0.00 0.04 -0.05 0.00
H -3.380 2.691 1.696 -0.03 0.00 -0.04 0.00
H -4.207 1.182 2.145 -0.05 0.05 -0.01 0.00
H -0.915 3.019 4.730 -0.07 -0.03 -0.01 0.00
H 1.138 4.315 4.338 -0.03 0.03 0.00 0.00
H 2.132 4.355 2.079 0.00 0.00 -0.05 0.00
H 2.068 3.867 -0.112 -0.03 -0.01 0.07 0.00
H -0.415 2.428 -1.152 -0.06 0.03 0.01 0.00
H 0.690 3.422 -2.122 -0.02 0.00 -0.03 0.00
H -0.277 4.158 -0.835 -0.03 0.00 -0.03 0.00
H 1.624 0.893 -0.594 0.07 -0.05 0.03 -0.01
H 3.041 1.592 0.187 0.01 -0.08 -0.01 0.00
H 2.698 1.957 -1.511 0.04 -0.02 -0.02 0.00
C -0.250 0.051 -2.857 -0.08 0.33 -0.37 -0.01
N -0.178 0.051 -4.308 -0.01 -0.06 0.02 -0.01
C 1.179 -0.324 -4.711 0.02 0.04 0.04 0.00
N 1.542 -1.651 -4.208 -0.04 -0.05 0.04 0.00
C 1.463 -1.641 -2.757 0.41 -0.04 -0.11 0.03
N 0.098 -1.284 -2.298 -0.70 0.16 1.68 -0.10
C -0.855 -2.273 -2.866 -0.21 -0.20 -0.36 0.03
N -0.788 -2.294 -4.317 0.01 -0.07 -0.02 0.00
C -1.107 -0.957 -4.825 0.00 0.04 -0.01 0.00
C 0.579 -2.626 -4.725 0.00 0.03 0.02 0.00
H -1.265 0.304 -2.544 0.07 -0.01 0.08 0.00
H 0.455 0.788 -2.471 -0.05 -0.06 0.09 0.00
H 1.886 0.410 -4.319 -0.02 0.00 0.00 0.00
H 1.241 -0.326 -5.800 0.00 -0.01 0.01 0.00
H 2.174 -0.915 -2.361 -0.08 0.00 0.05 0.00
H 1.718 -2.631 -2.377 -0.04 0.03 0.06 0.00
H -1.860 -1.989 -2.558 0.12 0.01 0.01 0.00
H -0.610 -3.265 -2.480 0.04 0.06 0.10 -0.01
H -2.124 -0.691 -4.531 0.02 -0.01 0.01 0.00
H -1.043 -0.967 -5.914 -0.04 -0.01 0.02 0.00
H 0.633 -2.636 -5.814 0.00 -0.02 0.02 0.00
H 0.836 -3.618 -4.347 0.00 0.01 -0.02 0.00
```
Forces are in eV/Å.

Results
Electronic energy   -78431.7987 eV
Relative energy (zero: lowest compared OMol25 entry of this formula, charge and spin)   0.0 kJ/mol
⟨S²⟩   1.0882
Spin multiplicity   2
Strongest force on any atom   3.2 eV Å⁻¹